[1]
C31H31N2O2 | wB97M-V/def2-TZVPD

Values from the calculation:
ΔE to the lowest compared entry with this formula, charge and spin = 56.43 kJ/mol
strongest force on any atom = 2.38 eV/Å
electronic energy = -1459.616725 a.u.
charge = +1
SMILES string = COc1ccc([C@H](c2ccc(Oc3ccccc3)cc2)[n+]2cc3c4c(c2)CCCN4CCC3)cc1

Last column: natural (NBO) charge in e.
Positions of all 66 atoms, in Å:
C1 0.3655 -2.8625 -6.1050  -0.2586
O1 -0.9723 -2.5007 -5.5608  -0.4886
C2 -0.9313 -1.6487 -4.4930  0.3477
C3 -2.0765 -1.4808 -3.6507  -0.2567
C4 -1.8887 -0.9305 -2.3682  -0.1952
C5 -0.6813 -0.2937 -2.0246  -0.0714
C6 -0.6753 0.4534 -0.7099  -0.0335
C7 0.6535 1.1446 -0.3485  -0.0998
C8 0.4407 2.3034 0.3680  -0.1761
C9 1.4533 3.2455 0.6083  -0.2247
C10 2.7738 2.8660 0.3635  0.3016
O2 3.7695 3.7615 0.8507  -0.5178
C11 4.5656 4.5963 0.0580  0.3044
C12 4.6663 5.9538 0.4280  -0.2572
C13 5.3090 6.8598 -0.4151  -0.1924
C14 5.9127 6.4100 -1.6022  -0.2240
C15 5.9313 5.0344 -1.8814  -0.1935
C16 5.3131 4.1137 -1.0268  -0.2790
C17 3.0758 1.6434 -0.2472  -0.2043
C18 2.0130 0.7678 -0.5877  -0.2028
C19 0.3945 -0.3319 -2.9618  -0.1855
C20 0.2334 -0.9034 -4.2170  -0.3063
H1 0.1992 -3.6807 -6.8192  0.2188
H2 0.8320 -1.9886 -6.5956  0.1856
H3 1.0223 -3.1785 -5.2757  0.1896
H4 -3.0153 -1.9447 -3.9536  0.2386
H5 -2.7500 -0.9373 -1.6529  0.2173
H6 -1.5183 1.2780 -0.7148  0.2306
H7 -0.5868 2.4831 0.7380  0.1965
H8 1.2115 4.2055 1.0630  0.2415
H9 4.2198 6.2779 1.3594  0.2280
H10 5.3517 7.9154 -0.1503  0.2240
H11 6.3595 7.1303 -2.3120  0.2247
H12 6.4533 4.6743 -2.7605  0.2195
H13 5.4170 3.0461 -1.1622  0.2160
H14 4.1275 1.3245 -0.3275  0.2321
H15 2.3028 -0.2190 -0.9944  0.2253
H16 1.3777 0.1276 -2.7489  0.2338
H17 1.0658 -0.8815 -4.9622  0.2355
C21 -1.9109 -4.8859 2.3872  -0.4047
C22 -1.6498 -4.1119 1.0927  -0.4328
C23 -1.8484 -2.6366 1.2404  -0.1081
C24 -2.6316 -2.1104 2.3065  0.3450
N1 -3.1844 -2.9443 3.2600  -0.3996
C25 -3.1426 -4.3886 3.1426  -0.2093
C26 -4.0096 -2.4549 4.3355  -0.2111
C27 -3.6485 -1.0286 4.7765  -0.4034
C28 -3.4499 -0.0731 3.5991  -0.4357
C29 -2.7162 -0.6858 2.4312  -0.0895
C30 -2.0020 0.1086 1.5180  0.0796
N2 -1.2336 -0.4143 0.5023  -0.3286
C31 -1.1602 -1.7694 0.3740  0.0944
H18 -2.0540 -5.9491 2.1879  0.2365
H19 -1.0419 -4.8111 3.0653  0.2150
H20 -0.6005 -4.2785 0.8498  0.2334
H21 -2.2393 -4.5236 0.2630  0.2337
H22 -4.0711 -4.7880 2.6972  0.1994
H23 -3.1515 -4.8038 4.1662  0.2179
H24 -5.0910 -2.5337 4.1109  0.1994
H25 -3.8906 -3.1405 5.1967  0.2177
H26 -4.4409 -0.6699 5.4362  0.2374
H27 -2.7322 -1.0829 5.3897  0.2157
H28 -4.4091 0.3626 3.2874  0.2347
H29 -2.8422 0.7501 3.9751  0.2355
H30 -2.0476 1.2187 1.6344  0.2319
H31 -0.5156 -2.1894 -0.4328  0.2520

=====

[2]
C31H31N4O4PS3Sr | wB97M-V/def2-TZVPD

Values from the calculation:
ΔE to the lowest compared entry with this formula, charge and spin = 0.00 kJ/mol
strongest force on any atom = 2.80 eV/Å
electronic energy = -3286.763960 a.u.

Last column: Löwdin charge in e.
Positions of all 75 atoms, in Å:
Sr1 -0.6388 -0.4862 0.3247  1.1803
O1 -2.9044 -3.7321 2.8065  0.0111
C1 -2.0369 -3.0084 2.2856  -0.6405
O2 -2.0621 -1.7958 2.0280  -0.1963
C2 -0.7549 -3.7560 1.7248  -0.1909
C3 -0.3458 -4.9970 2.2724  0.0174
C4 0.8340 -5.5000 1.8378  0.0055
C5 1.5648 -4.8304 0.8105  -0.1645
C6 2.8977 -5.1733 0.4868  -0.0305
C7 3.6155 -4.3833 -0.3918  -0.0609
C8 3.0592 -3.1860 -0.9567  -0.0460
C9 1.8202 -2.8059 -0.5455  -0.0298
C10 1.0804 -3.6232 0.3275  -0.2335
N1 -0.0870 -3.1126 0.8379  0.0796
H1 -0.9234 -5.5033 3.0338  0.1217
H2 1.2894 -6.3604 2.2140  0.0992
H3 3.3524 -6.0180 0.9773  0.1089
H4 4.6399 -4.7024 -0.6526  0.1091
H5 3.6201 -2.5984 -1.6562  0.1055
H6 1.3407 -1.8600 -0.8382  0.0510
C11 -3.3105 -0.0937 -4.2607  -0.0103
N2 -3.7434 -0.2309 -2.8925  -0.0387
C12 -5.0406 -0.3278 -2.5913  -0.0586
C13 -5.4138 -0.5016 -1.3109  0.0064
C14 -4.3765 -0.7011 -0.3333  -0.3365
N3 -3.1159 -0.6148 -0.6777  0.0927
C15 -2.7268 -0.3923 -1.9278  -0.5312
O3 -1.5271 -0.3790 -2.1994  -0.0401
N4 -4.5940 -0.8356 1.0136  0.1818
H7 -4.2180 0.1356 -4.9127  0.1190
H8 -2.8843 -1.0368 -4.5949  0.0982
H9 -2.5188 0.6387 -4.3650  0.0680
H10 -5.7289 -0.1707 -3.3810  0.1226
H11 -6.4745 -0.4335 -1.0076  0.1195
H12 -5.5431 -0.8717 1.3582  0.1090
H13 -3.7992 -1.1173 1.6237  0.0873
S1 1.6880 0.9927 -0.7097  0.2225
P1 0.3875 2.5148 -0.6757  0.0407
S2 -1.2174 2.5181 0.4683  0.2224
C16 -0.0778 2.7344 -2.4692  -0.3473
C17 0.8995 2.5209 -3.4580  -0.1138
C18 0.6250 2.6141 -4.7887  -0.0920
C19 -0.6399 2.9341 -5.1947  -0.1080
C20 -1.6487 3.0555 -4.2638  -0.1330
C21 -1.3756 3.0213 -2.9086  -0.1135
C22 1.2720 4.0962 -0.2890  -0.3543
C23 2.6846 4.1053 -0.2403  -0.0987
C24 3.2842 5.3204 0.0712  -0.0891
C25 2.5508 6.5168 0.2735  -0.0637
C26 1.1484 6.4725 0.1327  -0.0831
C27 0.5465 5.2685 -0.1021  -0.1254
H14 1.8489 2.2248 -3.1246  0.0529
H15 1.4075 2.3417 -5.4961  0.1112
H16 -0.8864 3.0477 -6.2391  0.1014
H17 -2.6641 3.1836 -4.6699  0.1095
H18 -2.2447 2.9294 -2.1493  0.1068
H19 3.2535 3.2217 -0.3011  0.0478
H20 4.3751 5.3222 0.1549  0.0994
H21 3.0988 7.4103 0.5196  0.0911
H22 0.5719 7.3118 0.3395  0.0802
H23 -0.5430 5.2050 -0.1657  0.0870
O4 0.6041 0.0642 2.3384  -0.7017
S3 0.3647 -0.8992 3.5047  0.9702
C28 1.1240 0.0080 4.8972  -0.2775
C29 2.6617 -0.4197 5.0417  -0.1898
C30 2.9994 -1.3086 3.8343  -0.2255
C31 1.7180 -2.1201 3.6217  -0.3039
H24 0.4491 -0.1339 5.7746  0.0949
H25 1.0370 1.0411 4.6009  0.0780
H26 2.7750 -1.0085 5.9267  0.0894
H27 3.3113 0.4786 5.1251  0.1180
H28 3.8109 -2.0406 4.0206  0.1202
H29 3.2995 -0.7272 2.9652  0.1120
H30 1.4681 -2.7390 4.4725  0.1028
H31 1.6871 -2.7138 2.6947  0.0762

=====

[3]
C31H31NiO5P2 | wB97M-V/def2-TZVPD

Values from the calculation:
strongest force on any atom = 0.77 eV/Å
electronic energy = -3766.970674 a.u.
charge = +1

Last column: natural (NBO) charge in e.
Positions of all 70 atoms, in Å:
Ni1 -1.0661 0.7951 0.0049  0.8881
O1 -4.9171 0.2007 1.4140  -0.6289
C1 -3.7870 0.2007 0.7411  0.8078
O2 -2.6942 0.3112 1.2660  -0.6529
C2 -3.9711 -0.0195 -0.7410  -0.1877
O3 -2.8190 0.3749 -1.4500  -0.5621
C3 -2.9349 1.6617 -2.0937  -0.1884
C4 -2.6154 2.8103 -1.1372  0.7376
O4 -3.1224 3.8958 -1.2940  -0.5942
O5 -1.7237 2.5327 -0.2258  -0.8195
H1 -4.7290 0.3113 2.3606  0.5149
H2 -4.8696 0.4932 -1.0862  0.2321
H3 -4.1100 -1.0950 -0.8851  0.2470
H4 -3.9258 1.7759 -2.5297  0.2127
H5 -2.1973 1.6507 -2.8970  0.2140
C5 1.6835 -0.2174 -2.2308  -0.3940
C6 1.3979 1.2608 -1.9236  -0.7441
P1 1.0418 1.6131 -0.1629  1.0209
C7 1.4165 3.3769 0.1030  -0.2988
C8 0.6317 4.3931 -0.4494  -0.1854
C9 0.9630 5.7233 -0.2433  -0.2022
C10 2.0610 6.0610 0.5328  -0.1754
C11 2.8323 5.0602 1.1030  -0.1968
C12 2.5142 3.7282 0.8927  -0.2233
C13 2.3600 0.7619 0.7521  -0.4190
C14 2.0922 0.2197 2.0026  -0.1301
C15 3.0779 -0.4579 2.7071  -0.2256
C16 4.3470 -0.5858 2.1650  -0.1694
C17 4.6340 -0.0234 0.9254  -0.2087
C18 3.6482 0.6509 0.2247  -0.2047
C19 1.3146 -1.3205 -1.2232  -0.7468
P2 -0.2691 -1.2870 -0.2903  0.9756
C20 -1.4048 -2.3399 -1.2264  -0.3958
C21 -2.3380 -3.1373 -0.5663  -0.2075
C22 -3.2502 -3.8872 -1.2957  -0.2124
C23 -3.2388 -3.8416 -2.6827  -0.1749
C24 -2.3142 -3.0448 -3.3448  -0.2207
C25 -1.4026 -2.2940 -2.6193  -0.1317
C26 0.0228 -2.2194 1.2318  -0.4085
C27 -0.3940 -1.7255 2.4629  -0.1937
C28 -0.1784 -2.4634 3.6194  -0.2049
C29 0.4531 -3.6958 3.5485  -0.1782
C30 0.8595 -4.2024 2.3196  -0.2195
C31 0.6363 -3.4718 1.1652  -0.1270
H6 2.7602 -0.3315 -2.3592  0.2306
H7 1.2543 -0.4421 -3.2086  0.2208
H8 0.5196 1.6256 -2.4620  0.2444
H9 2.2280 1.8630 -2.2972  0.2542
H10 -0.2435 4.1668 -1.0311  0.2353
H11 0.3489 6.4948 -0.6876  0.2303
H12 2.3111 7.1004 0.6996  0.2261
H13 3.6857 5.3122 1.7182  0.2236
H14 3.1288 2.9688 1.3545  0.2226
H15 1.1074 0.3363 2.4365  0.2148
H16 2.8524 -0.8813 3.6772  0.2294
H17 5.1197 -1.1105 2.7111  0.2286
H18 5.6284 -0.1086 0.5075  0.2306
H19 3.8863 1.0901 -0.7363  0.2200
H20 2.0652 -1.3817 -0.4344  0.2664
H21 1.3675 -2.2657 -1.7684  0.2569
H22 -2.3439 -3.1882 0.5160  0.2293
H23 -3.9636 -4.5154 -0.7788  0.2301
H24 -3.9448 -4.4341 -3.2493  0.2296
H25 -2.3027 -3.0090 -4.4260  0.2291
H26 -0.6928 -1.6675 -3.1464  0.2029
H27 -0.8928 -0.7671 2.5246  0.2293
H28 -0.5027 -2.0732 4.5752  0.2270
H29 0.6215 -4.2699 4.4501  0.2295
H30 1.3445 -5.1676 2.2626  0.2298
H31 0.9429 -3.8785 0.2079  0.2111